The following is a quantum chemistry calculation of a structure of composition C12H34BrIInN2O7P2 at a distorted geometry, from the Open Molecules 2025 dataset.

CARTESIAN COORDINATES (ANGSTROEM)
O 0.75 7.66 3.18
P 0.81 8.83 1.95
Br 1.76 7.79 0.15
In -1.63 9.20 1.32
O -2.41 10.71 2.52
P -3.16 7.18 1.53
O -4.61 7.86 2.13
I -2.34 5.78 3.39
H 1.35 7.99 3.83
H -1.68 9.75 -0.37
H -1.82 11.43 2.60
H -4.33 8.56 2.71
C -0.48 -2.35 1.85
O -1.54 -1.53 2.29
C -1.25 -0.77 3.46
C -1.04 0.70 3.13
N 0.21 0.91 2.40
C 0.36 2.23 1.79
C -0.68 2.70 0.78
O -0.65 2.01 -0.47
C -1.30 0.76 -0.48
H -0.88 -3.05 1.11
H 0.31 -1.77 1.36
H -0.05 -2.93 2.67
H -0.39 -1.18 4.00
H -2.12 -0.85 4.11
H -1.01 1.27 4.06
H -1.91 1.03 2.56
H 0.29 0.21 1.67
H 1.33 2.24 1.29
H 0.41 2.97 2.60
H -0.45 3.74 0.54
H -1.70 2.71 1.18
H -2.19 0.75 0.15
H -0.62 -0.05 -0.18
H -1.61 0.56 -1.51
C 1.20 -7.49 -3.25
O 2.26 -6.61 -3.55
C 1.98 -5.70 -4.62
C 1.77 -4.28 -4.11
N 0.51 -4.15 -3.38
C 0.36 -2.90 -2.63
C 1.39 -2.54 -1.56
O 1.35 -3.35 -0.40
C 2.01 -4.60 -0.50
H 1.60 -8.28 -2.61
H 0.39 -7.00 -2.71
H 0.80 -7.96 -4.16
H 1.13 -6.04 -5.22
H 2.86 -5.70 -5.26
H 1.75 -3.60 -4.97
H 2.64 -4.03 -3.49
H 0.42 -4.93 -2.73
H -0.62 -2.95 -2.14
H 0.31 -2.08 -3.35
H 1.15 -1.53 -1.22
H 2.41 -2.49 -1.95
H 2.90 -4.54 -1.12
H 1.34 -5.37 -0.87
H 2.31 -4.89 0.51

Properties
Total charge: -1
HOMO in eV: -4.3
Lowest unoccupied orbital energy in Eh: 0.0704
Frontier orbital gap in eV: 6.2
Spin multiplicity: 1

=====

The following is a quantum chemistry calculation of a structure of composition C4H9ErO4 at a distorted geometry, from the Open Molecules 2025 dataset.

CARTESIAN COORDINATES (ANGSTROEM)
C 2.57 -0.69 3.03
O 1.97 -0.35 1.80
H 3.49 -0.09 3.11
H 1.89 -0.44 3.86
H 2.81 -1.76 3.05
O -2.73 -0.35 -1.19
O 0.58 -2.80 -0.45
C 1.16 -2.61 0.72
C 0.74 -1.06 1.30
O -1.99 -1.16 0.81
C -2.77 -0.16 0.19
Er -1.49 -2.09 -1.15
H 2.26 -2.56 0.68
H 0.80 -3.25 1.55
H 0.51 -0.52 0.37
H 0.16 -1.32 2.21
H -3.81 -0.21 0.57
H -2.35 0.84 0.46

Properties
Total charge: +1
HOMO (spin up / spin down) in eV: -12.6 / -12.6
Lowest unoccupied orbital energy (spin up / spin down) in Eh: -0.1936 / -0.2726
Frontier orbital gap (spin up / spin down) in eV: 7.3 / 5.2
Spin multiplicity: 5

=====

The following is a quantum chemistry calculation of a cluster of 3 separate species, CHNO5S3 in total at a distorted geometry, from the Open Molecules 2025 dataset.

CARTESIAN COORDINATES (ANGSTROEM)
C 1.79 -1.98 -1.39
N -0.64 0.08 -0.33
O 2.93 -1.98 -1.65
O -1.82 2.41 1.66
O 0.55 1.92 1.37
O -0.58 -1.27 1.73
O 0.70 -2.03 -1.16
S -1.46 -0.59 0.83
S -1.24 0.66 -1.75
S -0.61 2.66 0.98
H 0.39 0.11 -0.29

Properties
HOMO (spin up / spin down) in eV: -9.0 / -8.6
Lowest unoccupied orbital energy (spin up / spin down) in Eh: -0.0515 / -0.0632
Frontier orbital gap (spin up / spin down) in eV: 7.6 / 6.9
Spin multiplicity: 1
ΔE to the lowest compared entry with this formula, charge and spin in kcal/mol: 0.0

=====

The following is a quantum chemistry calculation of a structure of composition C33H41HgN8OSSi, from the Open Molecules 2025 dataset.

CARTESIAN COORDINATES (ANGSTROEM)
Hg 1.32 -1.13 0.59
C 1.22 -4.39 -2.55
C 1.73 -3.45 -1.49
N 1.00 -2.35 -1.15
N -0.24 -2.23 -1.77
C -0.45 -1.61 -2.95
N -1.76 -1.52 -3.28
S 0.74 -1.03 -3.98
C 2.91 -3.73 -0.77
C 3.73 -4.87 -1.02
C 4.85 -5.10 -0.27
C 5.19 -4.21 0.76
C 4.34 -3.14 0.97
N 3.25 -2.88 0.25
H 0.85 -3.84 -3.41
H 0.40 -5.00 -2.16
H 1.99 -5.06 -2.90
H -1.02 -2.22 -1.12
H -2.48 -1.86 -2.68
H -1.99 -1.13 -4.17
H 3.47 -5.57 -1.80
H 5.47 -5.97 -0.47
H 6.06 -4.35 1.38
H 4.55 -2.44 1.76
C -1.36 3.37 -0.14
C -1.00 3.83 -1.40
C 0.05 3.21 -2.06
C 0.71 2.15 -1.44
N 0.32 1.68 -0.26
C -0.68 2.28 0.37
C 1.92 1.50 -2.05
C 2.53 2.00 -3.19
C 3.64 1.36 -3.70
C 4.12 0.24 -3.06
C 3.46 -0.19 -1.91
N 2.40 0.43 -1.42
H -2.17 3.84 0.41
H -1.52 4.65 -1.86
H 0.34 3.55 -3.04
H -0.95 1.87 1.34
H 2.15 2.89 -3.69
H 4.12 1.74 -4.60
H 4.98 -0.30 -3.42
H 3.79 -1.07 -1.38
C -4.30 2.02 2.30
N -4.29 0.59 2.02
N -3.60 0.24 0.85
C -2.83 -0.91 1.08
O -2.21 -1.52 0.23
C -2.99 -1.18 2.49
C -3.83 -0.26 3.01
C -4.26 -0.06 4.42
C -4.11 0.65 -0.40
C -3.25 0.77 -1.49
C -3.76 1.21 -2.70
C -5.10 1.54 -2.84
C -5.95 1.41 -1.76
C -5.46 0.96 -0.54
H -4.69 2.55 1.43
H -3.29 2.39 2.53
H -4.96 2.21 3.14
H -2.52 -2.01 3.00
H -3.95 -0.92 5.02
H -5.34 0.05 4.49
H -3.79 0.83 4.85
H -2.21 0.54 -1.38
H -3.08 1.31 -3.54
H -5.48 1.89 -3.79
H -7.00 1.64 -1.86
H -6.13 0.83 0.31
C 1.69 1.91 4.57
Si 2.19 1.31 2.85
C 2.16 2.78 1.69
C 3.97 0.72 2.94
C 1.03 -0.07 2.37
H 2.34 2.72 4.90
H 1.75 1.11 5.30
H 0.67 2.28 4.57
H 2.87 3.53 2.04
H 1.18 3.25 1.63
H 2.45 2.48 0.68
H 4.61 1.49 3.36
H 4.33 0.49 1.93
H 4.07 -0.18 3.55
H 1.03 -0.81 3.18
H 0.01 0.32 2.33

Properties
HOMO (spin up / spin down) in eV: -5.1 / -7.6
Lowest unoccupied orbital energy (spin up / spin down) in Eh: 0.0118 / 0.0117
Frontier orbital gap (spin up / spin down) in eV: 5.5 / 7.9
Spin multiplicity: 2
ΔE to the lowest compared entry with this formula, charge and spin in kcal/mol: 12.2

=====

The following is a quantum chemistry calculation of a cluster of 2 separate species, H2S2 in total at a distorted geometry, from the Open Molecules 2025 dataset.

CARTESIAN COORDINATES (ANGSTROEM)
S 0.65 -1.56 0.53
S -0.96 1.15 -2.09
H 0.43 -0.35 -0.08
H -1.99 1.10 -2.96

Properties
HOMO (spin up / spin down) in eV: -8.4 / -8.4
Lowest unoccupied orbital energy (spin up / spin down) in Eh: -0.1716 / -0.1730
Frontier orbital gap (spin up / spin down) in eV: 3.8 / 3.7
Spin multiplicity: 1
ΔE to the lowest compared entry with this formula, charge and spin in kcal/mol: 109.9

=====

The following is a quantum chemistry calculation of a cluster of 7 separate species, C29H49Br12F10N2O2P2S in total at a distorted geometry, from the Open Molecules 2025 dataset.

CARTESIAN COORDINATES (ANGSTROEM)
C 4.91 -1.63 3.71
C 4.07 -0.62 3.35
C 3.98 -0.01 1.98
C 2.52 0.08 1.37
C 1.97 -1.35 1.25
C 2.81 -2.34 0.39
C 3.36 -3.51 1.22
C 1.91 -2.97 -0.69
C 1.85 0.98 2.39
N 1.13 1.87 1.86
F 0.47 2.81 2.52
C 1.04 1.83 0.37
S 0.96 3.46 -0.43
C -0.22 0.97 0.08
C -1.55 1.70 0.31
C -2.39 1.11 1.43
F -3.37 1.98 1.75
F -1.64 0.97 2.57
C -3.01 -0.28 1.17
F -3.78 -0.55 2.24
F -2.06 -1.25 1.15
C -3.94 -0.40 -0.09
F -5.01 -1.13 0.27
F -4.41 0.80 -0.50
C -3.30 -1.16 -1.29
F -3.15 -2.46 -1.01
F -2.16 -0.59 -1.70
F -4.18 -1.07 -2.31
C 2.38 1.06 0.14
P 3.72 2.39 0.16
O 3.67 3.22 1.40
P 2.44 0.38 -1.62
N 4.13 0.17 -1.80
O 2.11 1.71 -2.52
H 4.85 -2.65 3.36
H 5.65 -1.43 4.48
H 3.48 -0.17 4.15
H 4.66 -0.50 1.30
H 4.39 0.99 2.13
H 0.97 -1.38 0.82
H 1.89 -1.80 2.23
H 3.61 -1.84 -0.15
H 2.71 -3.72 2.07
H 4.39 -3.37 1.50
H 3.31 -4.41 0.60
H 1.07 -3.44 -0.19
H 2.45 -3.71 -1.27
H 1.49 -2.23 -1.37
H 1.90 0.97 3.47
H 0.24 4.16 0.46
H -0.15 0.65 -0.95
H -0.18 0.13 0.76
H -2.11 1.68 -0.62
H -1.43 2.76 0.53
H 3.72 3.07 -1.06
H 4.92 1.65 0.18
H 4.59 0.00 -0.92
H 4.34 -0.60 -2.42
H 2.17 1.50 -3.46
Br 6.64 3.10 -2.06
C 8.34 2.19 -2.34
C 8.12 0.81 -2.91
Br 7.50 -0.40 -1.52
H 8.86 2.18 -1.39
H 8.89 2.81 -3.04
H 9.05 0.39 -3.27
H 7.38 0.80 -3.70
Br -10.57 0.66 -0.43
C -9.21 -0.69 -0.09
C -8.29 -0.86 -1.26
Br -9.13 -1.87 -2.70
H -9.73 -1.61 0.17
H -8.66 -0.33 0.78
H -7.41 -1.44 -0.99
H -7.97 0.09 -1.69
Br -7.59 -5.41 -2.49
C -6.00 -4.35 -2.79
C -5.56 -4.39 -4.22
Br -4.67 -6.07 -4.64
H -5.24 -4.71 -2.10
H -6.28 -3.33 -2.51
H -4.81 -3.62 -4.42
H -6.38 -4.28 -4.92
Br -3.49 -7.58 0.69
C -5.20 -6.70 0.40
C -6.14 -6.91 1.56
Br -6.90 -8.70 1.55
H -5.60 -7.08 -0.53
H -4.97 -5.64 0.29
H -6.99 -6.23 1.49
H -5.66 -6.78 2.52
Br 6.66 4.79 1.65
C 8.14 6.06 1.61
C 8.73 6.20 0.23
Br 9.85 4.68 -0.24
H 8.86 5.71 2.34
H 7.71 7.00 1.94
H 9.39 7.06 0.19
H 7.97 6.28 -0.54
Br -3.85 7.15 2.04
C -4.94 6.45 0.59
C -4.83 4.96 0.49
Br -3.14 4.43 -0.34
H -4.64 6.96 -0.31
H -5.97 6.73 0.84
H -5.60 4.56 -0.17
H -4.87 4.46 1.45

Properties
Total charge: +1
HOMO in eV: -11.3
Lowest unoccupied orbital energy in Eh: -0.1380
Frontier orbital gap in eV: 7.5
Spin multiplicity: 1

=====

The following is a quantum chemistry calculation of a cluster of 3 separate species, C2H12N2O2 in total, from the Open Molecules 2025 dataset.

CARTESIAN COORDINATES (ANGSTROEM)
N -1.37 0.47 -0.33
C -0.20 0.18 0.50
C -0.17 0.90 1.84
N -1.37 0.59 2.60
H -2.12 -0.19 -0.20
H -1.80 1.35 -0.09
H -0.14 -0.89 0.71
H 0.68 0.48 -0.08
H -0.12 1.98 1.72
H 0.77 0.64 2.34
H -1.40 1.07 3.49
H -1.44 -0.40 2.81
O 3.11 -1.41 -1.34
H 2.39 -0.76 -1.35
H 3.08 -1.74 -2.25
O 0.41 -0.77 -3.33
H 0.05 -1.14 -4.15
H -0.35 -0.39 -2.87

Properties
SMILES: NCCN.O.O
HOMO in eV: -9.5
Lowest unoccupied orbital energy in Eh: 0.0315
Frontier orbital gap in eV: 10.3
Spin multiplicity: 1
ΔE to the lowest compared entry with this formula, charge and spin in kcal/mol: 12.0

=====

The following is a quantum chemistry calculation of a structure of composition C41H28BrClF9N7O3Ti at a distorted geometry, from the Open Molecules 2025 dataset.

CARTESIAN COORDINATES (ANGSTROEM)
Ti 0.61 0.36 -0.45
C -1.08 -4.39 1.71
C -1.93 -3.93 2.71
C -2.39 -2.63 2.63
C -1.93 -1.80 1.59
N -1.10 -2.25 0.65
C -0.72 -3.52 0.70
N -2.47 -0.55 1.54
C -1.93 0.57 1.24
N -0.59 0.89 1.03
C -0.45 2.22 1.31
N 0.64 2.91 1.48
C 1.89 2.38 1.56
C 2.91 3.29 1.90
C 4.18 2.83 2.15
C 4.42 1.47 2.04
C 3.37 0.64 1.67
N 2.13 1.06 1.43
C -1.76 2.83 1.55
C -2.15 4.13 1.83
C -3.51 4.39 1.89
C -4.45 3.38 1.73
C -4.05 2.06 1.55
C -2.70 1.81 1.43
H -0.72 -5.41 1.72
H -2.26 -4.59 3.50
H -3.09 -2.23 3.35
H -0.09 -3.86 -0.11
H 2.64 4.33 1.97
H 4.97 3.51 2.43
H 5.39 1.05 2.24
H 3.56 -0.42 1.57
H -1.41 4.90 1.99
H -3.86 5.40 2.06
H -5.50 3.61 1.75
H -4.77 1.25 1.49
Br -4.46 -0.57 -1.06
C -3.24 -1.66 -1.99
C -3.77 -2.66 -2.80
C -2.89 -3.51 -3.44
C -1.53 -3.34 -3.22
C -1.11 -2.29 -2.40
N -1.96 -1.44 -1.81
C 0.35 -2.15 -2.05
O 1.16 -2.98 -2.41
O 0.64 -1.13 -1.31
H -4.84 -2.75 -2.91
H -3.25 -4.30 -4.08
H -0.79 -3.99 -3.64
C 4.46 1.58 -1.41
C 3.04 1.39 -1.99
O 2.07 1.26 -1.04
C 2.71 2.63 -2.88
F 3.78 3.14 -3.49
F 2.20 3.60 -2.11
F 1.81 2.39 -3.84
C 3.04 0.09 -2.82
F 3.26 -0.93 -1.98
F 3.98 0.04 -3.77
F 1.87 -0.13 -3.42
H 4.48 2.48 -0.81
H 5.19 1.64 -2.20
H 4.68 0.73 -0.76
F 2.78 -4.78 5.01
C 3.58 -4.08 4.18
F 4.39 -4.97 3.60
F 4.35 -3.31 4.97
C 2.79 -3.26 3.19
C 2.98 -3.38 1.82
C 2.26 -2.53 0.98
N 1.41 -1.61 1.43
C 1.21 -1.53 2.73
C 1.88 -2.32 3.66
H 3.66 -4.10 1.41
H 2.39 -2.58 -0.09
H 0.50 -0.78 3.06
H 1.70 -2.20 4.72
Cl -6.17 2.54 -3.42
C -4.52 2.27 -2.97
C -3.96 3.00 -1.94
C -2.65 2.76 -1.57
C -1.87 1.78 -2.20
C -0.44 1.61 -1.89
C -2.46 1.10 -3.28
C -3.76 1.34 -3.66
H -4.54 3.75 -1.43
H -2.20 3.39 -0.82
H 0.06 1.28 -2.80
H -0.03 2.58 -1.57
H -1.85 0.40 -3.84
H -4.19 0.81 -4.50

Properties
HOMO in eV: -7.8
Lowest unoccupied orbital energy in Eh: -0.0247
Frontier orbital gap in eV: 7.1
Spin multiplicity: 1
ΔE to the lowest compared entry with this formula, charge and spin in kcal/mol: 50.5

=====

The following is a quantum chemistry calculation of a cluster of 2 separate species, C3H2Br2N2S in total at a distorted geometry, from the Open Molecules 2025 dataset.

CARTESIAN COORDINATES (ANGSTROEM)
Br 1.23 -2.56 -0.02
N 1.82 -1.24 -1.22
C 2.01 -0.09 -0.91
C 2.24 1.16 -0.60
S 3.81 1.81 -0.18
Br 4.96 0.02 0.27
H 1.48 1.92 -0.69
C -1.64 -0.94 0.45
N -1.29 0.05 0.01
H -1.94 -1.87 0.87

Properties
SMILES: BrN=C=CSBr.C#N
HOMO in eV: -8.4
Lowest unoccupied orbital energy in Eh: -0.0201
Frontier orbital gap in eV: 7.9
Spin multiplicity: 1
ΔE to the lowest compared entry with this formula, charge and spin in kcal/mol: 29.5

=====

The following is a quantum chemistry calculation of a cluster of 2 separate species, C16H27O2PS2 in total at a distorted geometry, from the Open Molecules 2025 dataset.

CARTESIAN COORDINATES (ANGSTROEM)
C -1.95 -3.76 -1.46
C -2.30 -2.26 -1.35
C -3.39 -1.93 -2.37
C -1.04 -1.41 -1.61
C -1.11 -0.11 -0.82
S 0.47 0.52 -0.22
C 1.67 -0.81 0.09
C 2.77 -0.48 1.10
O 3.81 -0.01 0.73
C 2.53 -0.83 2.54
C 2.59 0.16 3.52
C 2.34 -0.18 4.84
C 2.03 -1.49 5.17
C 1.99 -2.49 4.19
C 2.25 -2.15 2.87
P -0.12 1.39 1.67
S -1.00 0.17 2.88
H -1.88 -4.04 -2.51
H -0.98 -3.98 -1.00
H -2.70 -4.37 -0.97
H -2.67 -2.11 -0.33
H -3.08 -2.29 -3.35
H -4.32 -2.43 -2.09
H -3.58 -0.86 -2.43
H -1.01 -1.17 -2.68
H -0.18 -2.03 -1.35
H -1.48 0.76 -1.39
H -1.75 -0.22 0.06
H 1.11 -1.69 0.39
H 2.13 -1.01 -0.87
H 2.84 1.17 3.22
H 2.39 0.58 5.60
H 1.81 -1.74 6.20
H 1.75 -3.51 4.44
H 2.21 -2.92 2.11
H 1.03 2.05 2.12
H -1.00 2.34 1.15
C -1.21 4.63 -2.82
C -0.38 3.66 -1.97
C 0.96 3.43 -2.69
O -1.04 2.48 -1.82
H -1.42 4.20 -3.80
H -2.16 4.85 -2.33
H -0.70 5.59 -2.97
H -0.13 4.21 -1.03
H 0.80 2.98 -3.67
H 1.61 2.76 -2.11
H 1.51 4.37 -2.84

Properties
HOMO in eV: -6.6
Lowest unoccupied orbital energy in Eh: -0.0214
Frontier orbital gap in eV: 6.1
Spin multiplicity: 1

=====

| no. | energy (hartree) |
| --- | --- |
| 1 | -4858.3722 |
| 2 | -1473.4566 |
| 3 | -1664.1756 |
| 4 | -2636.4883 |
| 5 | -797.3854 |
| 6 | -34361.7524 |
| 7 | -343.3740 |
| 8 | -6970.8723 |
| 9 | -5771.1341 |
| 10 | -1913.9318 |